No. 1
{"formula": "C3H9N2O", "method": "ωB97M-V/def2-TZVPD", "elements": ["C", "C", "C", "N", "N", "O", "H", "H", "H", "H", "H", "H", "H", "H", "H"], "coordinates": [[0.8963, 1.0939, -0.2330], [-3.2614, 0.0419, 0.4873], [2.6058, -0.5398, 0.1775], [1.2893, -0.1209, -0.0354], [-2.2368, -0.3534, -0.2093], [0.4200, -1.1926, -0.0819], [-0.1359, 1.2394, -0.3812], [1.6863, 1.9718, -0.1356], [-3.1643, 0.7746, 1.3253], [-4.2705, -0.1988, 0.2675], [3.2720, -0.2441, -0.6984], [3.1452, 0.0465, 1.0491], [2.7574, -1.7095, 0.4054], [-0.4768, -0.9085, -0.0656], [-2.4876, -0.6077, -1.1302]], "forces_ev_per_angstrom": [[2.99, 0.36, 0.96], [2.23, 0.56, -0.37], [5.42, -1.30, 1.41], [-2.93, 0.76, -0.48], [-0.79, 2.22, 2.19], [3.56, -0.44, 0.03], [-1.08, 0.36, -0.29], [-1.83, -2.16, -0.33], [0.42, -1.26, -0.17], [-0.93, -0.15, -0.74], [-1.11, -0.67, 0.80], [-1.57, -1.16, -1.42], [-0.91, 2.91, -0.68], [-2.69, 1.46, 0.09], [-0.78, -1.49, -1.00]], "total_energy_ha": -304.06913, "total_charge": 1, "multiplicity": 1, "e_homo_ev": -14.5570, "orbital_gap_ev": 9.7}

No. 2
{"formula": "C4H5NO", "method": "ωB97M-V/def2-TZVPD", "elements": ["C", "C", "C", "C", "N", "O", "H", "H", "H", "H", "H"], "coordinates": [[2.1315, -1.8993, -1.7610], [1.4375, -2.0067, -0.6902], [0.9706, -0.9862, -1.6743], [-0.9490, 1.3842, 0.7400], [0.0981, -0.1883, -1.9338], [-0.8320, 0.0582, 0.5376], [2.9449, -1.8823, -2.3897], [0.8337, -2.3801, 0.1504], [-1.7281, 1.7165, 1.5139], [-1.1083, 1.7566, -0.1839], [-0.0037, 1.7999, 1.1644]], "forces_ev_per_angstrom": [[-0.98, 1.98, -0.43], [-2.77, -0.16, 1.43], [0.77, -1.35, 0.60], [1.15, 0.02, 4.77], [-0.31, 0.70, -0.34], [-0.28, -1.31, 0.21], [1.85, -0.91, -0.99], [1.33, -0.12, -0.22], [0.28, -0.72, -1.33], [-0.84, 1.84, -3.18], [-0.23, 0.03, -0.52]], "total_energy_ha": -285.13014, "total_charge": 0, "multiplicity": 1, "e_homo_ev": [-9.8275, -7.8680], "orbital_gap_ev": [10.1, 7.0]}

No. 3
{"formula": "C3H4N2O", "method": "ωB97M-V/def2-TZVPD", "elements": ["C", "C", "C", "N", "N", "O", "H", "H", "H", "H"], "coordinates": [[-1.2329, -2.2709, -0.9238], [-0.7740, 0.0633, 0.2121], [0.6300, 0.1955, 0.0370], [-1.3101, -3.2193, -1.5696], [1.0668, 1.5883, 0.0970], [-0.0054, -0.2352, 1.2420], [-1.6032, 0.6427, 0.2177], [1.1604, -0.6956, -0.3201], [0.3682, 2.3171, 0.1460], [1.7003, 1.6140, 0.8616]], "forces_ev_per_angstrom": [[0.25, 2.96, 1.30], [2.91, -4.26, 0.38], [0.52, 2.02, -1.18], [-0.04, -0.74, -0.40], [0.69, -2.44, -0.97], [-2.35, -0.04, 1.13], [-2.93, 1.04, -0.24], [0.40, 1.18, -0.66], [-0.21, -0.45, 0.07], [0.74, 0.72, 0.57]], "total_energy_ha": -301.25048, "total_charge": 0, "multiplicity": 1, "e_homo_ev": [-10.1347, -10.1314], "orbital_gap_ev": [8.3, 8.3]}

No. 4
{"formula": "C38H38FGeIrN7O3", "method": "ωB97M-V/def2-TZVPD", "elements": ["Ir", "F", "C", "C", "C", "C", "O", "C", "C", "N", "C", "C", "C", "C", "C", "C", "N", "C", "C", "N", "C", "C", "C", "O", "O", "H", "H", "H", "H", "H", "H", "H", "H", "H", "H", "H", "H", "H", "H", "H", "H", "H", "H", "N", "C", "N", "N", "C", "N", "H", "H", "H", "H", "C", "Ge", "C", "C", "C", "C", "C", "C", "C", "C", "C", "C", "C", "C", "C", "C", "C", "C", "C", "C", "H", "H", "H", "H", "H", "H", "H", "H", "H", "H", "H", "H", "H", "H", "H", "H"], "coordinates": [[-1.6245, 0.8626, 1.0425], [5.6298, 2.0243, -1.3608], [4.5204, 1.8373, -2.1135], [3.3068, 1.7012, -1.4942], [2.1498, 1.5642, -2.2534], [0.8475, 1.4524, -1.5197], [0.8679, 1.4559, -0.3021], [-0.3180, 1.3670, -2.3918], [-0.1178, 1.3719, -3.7363], [1.0754, 1.4201, -4.3838], [1.1105, 1.4163, -5.8240], [1.7047, 0.2294, -6.5307], [0.2237, 0.4639, -6.5600], [2.2407, 1.5543, -3.6478], [3.4909, 1.6715, -4.2617], [4.6404, 1.8149, -3.5029], [5.8897, 1.9493, -4.1847], [7.0927, 1.4118, -3.5656], [8.1899, 1.3422, -4.6520], [7.5350, 1.5782, -5.9787], [7.0115, 2.9820, -6.0694], [6.1605, 3.2375, -4.8068], [-1.8003, 1.2861, -2.0347], [-2.5908, 1.4914, -2.9370], [-2.2289, 0.9764, -0.8423], [3.2196, 1.7218, -0.4156], [-0.9899, 1.3335, -4.3731], [1.2654, 2.3954, -6.2646], [2.0601, -0.5790, -5.9059], [2.2767, 0.4075, -7.4312], [-0.3950, -0.2005, -5.9741], [-0.2295, 0.8178, -7.4740], [3.5774, 1.6334, -5.3387], [6.8721, 0.4188, -3.1778], [7.4626, 2.0209, -2.7378], [8.6879, 0.3762, -4.6817], [8.9410, 2.1208, -4.5344], [6.7208, 0.9584, -6.0224], [8.1610, 1.3660, -6.7537], [6.4308, 3.0507, -6.9870], [7.8707, 3.6454, -6.1401], [5.2233, 3.7121, -5.0839], [6.6879, 3.9148, -4.1234], [-4.0435, 1.5921, 5.0594], [-3.0583, 2.2789, 5.6485], [-3.2277, 2.7083, 6.9053], [-1.9077, 2.5928, 5.0595], [-1.7605, 2.1811, 3.8381], [-1.5986, 1.8273, 2.7455], [-4.8265, 1.2474, 5.5865], [-3.8853, 1.1634, 4.1590], [-4.0235, 2.4455, 7.4558], [-2.4622, 3.1908, 7.3403], [-1.4514, -0.8437, 1.5436], [-2.6537, -1.8176, 2.7355], [-2.2757, -3.7369, 2.6240], [-1.7564, -4.4551, 3.6986], [-1.4868, -5.8132, 3.5831], [-1.7327, -6.4715, 2.3879], [-2.2481, -5.7692, 1.3065], [-2.5158, -4.4136, 1.4269], [-4.5442, -1.5510, 2.3188], [-5.0320, -0.3086, 1.9103], [-6.3912, -0.1162, 1.7019], [-7.2793, -1.1656, 1.8925], [-6.8057, -2.4093, 2.2847], [-5.4465, -2.5999, 2.4967], [-2.3915, -1.3399, 4.6161], [-1.2848, -0.6334, 5.0749], [-1.1226, -0.3666, 6.4302], [-2.0667, -0.8103, 7.3430], [-3.1728, -1.5284, 6.9011], [-3.3307, -1.7897, 5.5483], [-0.6876, -1.4304, 1.0092], [-1.5605, -3.9535, 4.6397], [-1.0861, -6.3581, 4.4288], [-1.5262, -7.5304, 2.2984], [-2.4449, -6.2792, 0.3718], [-2.9278, -3.8780, 0.5771], [-4.3287, 0.4960, 1.7101], [-6.7547, 0.8490, 1.3716], [-8.3382, -1.0182, 1.7218], [-7.4946, -3.2336, 2.4198], [-5.0856, -3.5783, 2.7960], [-0.5383, -0.2867, 4.3677], [-0.2589, 0.1912, 6.7701], [-1.9368, -0.6089, 8.3993], [-3.9023, -1.8936, 7.6139], [-4.1967, -2.3520, 5.2131]], "forces_ev_per_angstrom": [[0.00, 0.34, -0.41], [0.01, 0.00, 0.00], [-0.04, 0.03, 0.01], [0.03, 0.01, -0.02], [-0.02, -0.01, 0.07], [-0.03, -0.10, -0.17], [-0.10, 0.12, 0.02], [0.07, -0.05, 0.05], [0.04, -0.01, -0.03], [0.00, -0.04, 0.02], [0.00, 0.02, -0.02], [-0.01, 0.00, 0.01], [0.01, 0.01, 0.00], [-0.01, 0.02, 0.01], [0.05, -0.03, 0.02], [-0.03, -0.02, -0.01], [-0.02, 0.01, -0.04], [0.00, -0.03, 0.00], [0.01, 0.00, 0.03], [-0.01, -0.02, -0.02], [-0.01, 0.03, 0.01], [0.02, 0.03, 0.04], [-0.32, -0.05, 0.25], [0.04, 0.05, -0.08], [0.26, -0.08, -0.34], [0.00, 0.00, 0.00], [-0.01, 0.00, 0.01], [0.00, 0.00, 0.00], [0.00, 0.00, 0.00], [0.00, 0.00, 0.00], [0.00, 0.00, 0.00], [0.00, 0.00, 0.00], [0.00, 0.00, 0.00], [0.01, 0.00, -0.01], [0.00, 0.00, 0.00], [-0.01, 0.00, 0.00], [0.00, -0.01, -0.01], [0.00, 0.00, -0.01], [0.01, 0.02, 0.01], [-0.01, -0.01, 0.01], [0.00, 0.00, -0.02], [0.00, 0.00, -0.01], [0.00, -0.01, 0.00], [-0.04, 0.01, -0.01], [0.13, 0.01, -0.03], [-0.05, 0.01, 0.01], [-0.16, 0.13, 0.13], [0.12, 0.02, -0.26], [0.00, -0.28, 0.69], [0.02, -0.01, 0.01], [0.00, -0.01, 0.01], [0.01, 0.00, 0.01], [0.01, 0.00, 0.00], [-0.10, -0.07, -0.03], [-0.03, -0.22, -0.02], [-0.03, 0.04, -0.09], [0.01, 0.02, 0.01], [0.01, -0.01, 0.01], [0.00, -0.01, 0.00], [0.00, 0.00, -0.01], [-0.01, 0.01, -0.01], [0.01, 0.03, 0.02], [0.02, -0.04, 0.00], [0.01, 0.02, -0.01], [-0.02, 0.00, 0.00], [-0.01, -0.01, 0.00], [0.01, 0.03, 0.04], [-0.05, 0.01, -0.02], [0.07, -0.06, 0.00], [0.02, 0.02, -0.01], [-0.02, 0.00, 0.01], [0.00, 0.00, 0.03], [-0.01, 0.05, -0.01], [0.18, 0.06, 0.17], [0.00, 0.00, 0.00], [0.00, 0.00, 0.00], [0.00, 0.00, 0.00], [0.00, 0.00, 0.00], [0.00, -0.01, 0.00], [-0.03, 0.01, -0.01], [0.00, 0.00, 0.00], [0.00, 0.00, 0.00], [0.00, 0.00, 0.00], [-0.01, 0.00, -0.01], [-0.01, 0.00, 0.01], [0.00, 0.00, 0.00], [0.00, 0.00, 0.00], [0.00, 0.00, -0.01], [0.00, 0.01, 0.00]], "total_energy_ha": -4360.66173, "total_charge": 1, "multiplicity": 1, "e_homo_ev": -8.3607, "orbital_gap_ev": 5.3}

Ordered relative energy (zero: lowest compared OMol25 entry of this formula, charge and spin) results: 475.8, 746.8, 621.6, 139.7; unit kJ/mol.